C42H77B2IN2O16PS | ωB97M-V/def2-TZVPD

Calculated values
Charge   -1
Frontier orbital gap   6.126 eV

Each atom is followed by the atoms it is bonded to, with distances in Å.
Positions of all 142 atoms, in Å:
1 C 4.80304 -0.67533 -3.55086  C2 1.673, H30 1.189, H31 1.175, H32 1.172
2 C 3.32887 -1.02514 -2.84194  C1 1.673, C3 1.642, H33 1.183, H34 1.185
3 C 3.05476 -2.62494 -3.08898  C2 1.642, C4 1.669, H35 1.190, H36 1.172
4 C 1.59645 -2.93363 -3.83993  C3 1.669, C5 1.623, H37 1.167, H38 1.190
5 C 1.73846 -4.35724 -4.60675  C4 1.623, C6 1.615, H39 1.194, H40 1.193
6 C 0.48110 -5.37102 -4.57749  C5 1.615, C7 1.621, H41 1.185, H42 1.194
7 C -0.92111 -4.84872 -3.95354  C6 1.621, C8 1.669, H43 1.167, H44 1.194
8 C -1.19754 -5.67300 -2.52857  C7 1.669, C9 1.638, H45 1.191, H46 1.175
9 C -0.67353 -4.87386 -1.19773  C8 1.638, C10 1.638, H47 1.192, H48 1.169
10 C -1.87341 -3.87121 -0.71110  C9 1.638, C11 1.639, H49 1.194, H50 1.178
11 C -1.41182 -2.66010 0.29210  C10 1.639, C12 1.636, H51 1.190, H52 1.180
12 C -0.25183 -1.66585 -0.29423  C11 1.636, C13 1.652, H53 1.190, H54 1.190
13 C -0.81510 -0.38671 -1.17421  C12 1.652, C14 1.635, H55 1.194, H56 1.180
14 C -2.11026 -0.74231 -2.10737  C13 1.635, P15 1.954, H57 1.183, H58 1.194
15 P -2.79767 0.78443 -3.11489  C14 1.954, O16 1.745, C17 1.867, N21 1.823, B24 1.929, B27 1.917
16 O -1.51718 1.83418 -2.56390  P15 1.745, H59 0.999
17 C -1.84891 0.34444 -4.66119  P15 1.867, C18 1.586, H60 1.197, H61 1.199
18 C -2.44482 -0.32090 -5.97217  C17 1.586, C19 1.675, I20 2.233, H62 1.207
19 C -2.71554 -1.97366 -5.97343  C18 1.675, H63 1.175, H64 1.194, H65 1.170
20 I -4.00791 0.81095 -7.09480  C18 2.233
21 N -3.59674 2.21805 -3.90791  P15 1.823, C22 1.401
22 C -2.84950 3.37109 -3.63278  N21 1.401, S23 1.735
23 S -2.63615 4.92800 -2.89689  C22 1.735
24 B -4.37656 -0.25315 -3.50583  P15 1.929, N25 1.511, O26 1.502
25 N -4.55511 -1.74198 -3.32363  B24 1.511, H66 1.054, H67 1.047
26 O -5.57411 0.50649 -4.00033  B24 1.502, H68 1.005
27 B -3.73185 1.27727 -1.51491  P15 1.917, O28 1.506, O29 1.501
28 O -4.98282 0.59907 -1.02107  B27 1.506, H69 1.018
29 O -3.23226 2.36716 -0.61134  B27 1.501, H70 1.014
30 H 5.60900 -1.33743 -2.97990  C1 1.189
31 H 4.73906 -1.07492 -4.65432  C1 1.175
32 H 5.06121 0.46391 -3.46175  C1 1.172
33 H 3.48841 -0.79566 -1.69283  C2 1.183
34 H 2.46559 -0.32125 -3.24652  C2 1.185
35 H 3.93078 -3.14152 -3.70713  C3 1.190
36 H 2.98500 -3.12930 -2.03355  C3 1.172
37 H 0.78832 -2.86716 -3.00025  C4 1.167
38 H 1.48045 -2.09472 -4.67521  C4 1.190
39 H 2.08050 -4.12665 -5.72688  C5 1.194
40 H 2.67067 -4.92554 -4.12516  C5 1.193
41 H 0.82301 -6.35698 -4.01603  C6 1.185
42 H 0.26155 -5.70122 -5.70347  C6 1.194
43 H -1.06926 -3.69534 -3.86110  C7 1.167
44 H -1.78762 -5.22869 -4.68230  C7 1.194
45 H -2.38406 -5.72875 -2.44363  C8 1.191
46 H -0.83687 -6.78812 -2.60739  C8 1.175
47 H -0.47409 -5.70442 -0.36676  C9 1.192
48 H 0.33553 -4.35474 -1.47876  C9 1.169
49 H -2.64872 -4.53234 -0.08896  C10 1.194
50 H -2.46165 -3.52180 -1.66991  C10 1.178
51 H -2.36194 -2.00240 0.57486  C11 1.190
52 H -1.01629 -3.09101 1.31711  C11 1.180
53 H 0.31901 -1.19322 0.63741  C12 1.190
54 H 0.58324 -2.27147 -0.88777  C12 1.190
55 H 0.07846 -0.11143 -1.91676  C13 1.194
56 H -1.03957 0.46853 -0.39328  C13 1.180
57 H -1.95593 -1.65526 -2.84407  C14 1.183
58 H -2.97964 -1.03806 -1.34362  C14 1.194
59 H -0.64720 1.66458 -3.02398  O16 0.999
60 H -0.90990 -0.31475 -4.31992  C17 1.197
61 H -1.33407 1.35765 -5.04474  C17 1.199
62 H -1.54652 -0.25658 -6.77564  C18 1.207
63 H -3.83503 -2.22853 -6.22484  C19 1.175
64 H -2.52946 -2.41957 -4.88144  C19 1.194
65 H -1.98055 -2.54926 -6.67877  C19 1.170
66 H -5.07066 -1.97381 -2.43458  N25 1.054
67 H -5.12414 -2.10238 -4.12465  N25 1.047
68 H -5.99998 0.02566 -4.77280  O26 1.005
69 H -4.70620 -0.11459 -0.34935  O28 1.018
70 H -2.68259 1.96826 0.14225  O29 1.014
71 O -0.03472 8.12002 -2.61073  C72 1.220
72 C -0.87774 8.38718 -1.77043  O71 1.220, O73 1.365, C76 1.499
73 O -1.88911 7.54780 -1.40063  C72 1.365, C74 1.427
74 C -2.74565 8.22330 -0.48094  O73 1.427, C75 1.506, H77 1.095, H78 1.094
75 C -1.90572 9.32607 0.10841  C74 1.506, C76 1.508, H79 1.093, H80 1.097
76 C -0.98681 9.68645 -1.03138  C72 1.499, C75 1.508, H81 1.094, H82 1.092
77 H -3.61218 8.60824 -1.02876  C74 1.095
78 H -3.09252 7.52175 0.28334  C74 1.094
79 H -2.49767 10.16832 0.47633  C75 1.093
80 H -1.31559 8.93551 0.94640  C75 1.097
81 H -1.43157 10.43665 -1.69108  C76 1.094
82 H -0.01050 10.01779 -0.67020  C76 1.092
83 O -0.56084 7.24154 3.75243  C84 1.220
84 C -0.48051 6.51635 2.77476  O83 1.220, O85 1.365, C88 1.499
85 O 0.19654 6.83575 1.63293  C84 1.365, C86 1.427
86 C -0.01103 5.81011 0.66300  O85 1.427, C87 1.506, H89 1.095, H90 1.094
87 C -0.40241 4.58883 1.45308  C86 1.506, C88 1.508, H91 1.093, H92 1.097
88 C -1.13974 5.17834 2.62876  C84 1.499, C87 1.508, H93 1.094, H94 1.092
89 H -0.80160 6.13260 -0.02268  C86 1.095
90 H 0.90886 5.64987 0.09315  C86 1.094
91 H -0.99729 3.87551 0.87650  C87 1.093
92 H 0.49780 4.07126 1.80629  C87 1.097
93 H -2.20140 5.32478 2.41140  C88 1.094
94 H -1.00816 4.57363 3.52900  C88 1.092
95 O 1.99020 -5.03160 0.60917  C96 1.220
96 C 1.68510 -5.14599 1.78476  O95 1.220, O97 1.365, C100 1.499
97 O 0.43056 -5.45203 2.22822  C96 1.365, C98 1.427
98 C 0.41107 -5.39569 3.65378  O97 1.427, C99 1.506, H101 1.095, H102 1.094
99 C 1.84546 -5.57208 4.07845  C98 1.506, C100 1.508, H103 1.093, H104 1.097
100 C 2.60644 -4.92899 2.94675  C96 1.499, C99 1.508, H105 1.094, H106 1.092
101 H 0.00319 -4.42651 3.95952  C98 1.095
102 H -0.23102 -6.19000 4.04546  C98 1.094
103 H 2.06197 -5.13359 5.05620  C99 1.093
104 H 2.08992 -6.64030 4.12499  C99 1.097
105 H 2.73751 -3.85467 3.10320  C100 1.094
106 H 3.56982 -5.41722 2.78262  C100 1.092
107 O -1.15324 -3.10227 5.28855  C108 1.220
108 C -2.28196 -2.74193 4.99815  O107 1.220, O109 1.365, C112 1.499
109 O -3.23537 -2.38804 5.90916  C108 1.365, C110 1.427
110 C -4.46166 -2.12944 5.22716  O109 1.427, C111 1.506, H113 1.095, H114 1.094
111 C -4.06863 -1.81567 3.80730  C110 1.506, C112 1.508, H115 1.093, H116 1.097
112 C -2.83966 -2.66641 3.60911  C108 1.499, C111 1.508, H117 1.094, H118 1.092
113 H -5.09437 -3.02056 5.29611  C110 1.095
114 H -4.97810 -1.29039 5.70246  C110 1.094
115 H -4.86361 -2.02037 3.08531  C111 1.093
116 H -3.79914 -0.75586 3.72252  C111 1.097
117 H -3.09307 -3.67480 3.27038  C112 1.094
118 H -2.13099 -2.19425 2.92481  C112 1.092
119 O 4.84887 -3.13113 3.74631  C120 1.220
120 C 5.67010 -3.54133 2.94288  O119 1.220, O121 1.365, C124 1.499
121 O 5.69076 -4.81208 2.44393  C120 1.365, C122 1.427
122 C 6.84478 -4.97314 1.62047  O121 1.427, C123 1.506, H125 1.095, H126 1.094
123 C 7.23545 -3.57866 1.20605  C122 1.506, C124 1.508, H127 1.093, H128 1.097
124 C 6.82118 -2.75192 2.39696  C120 1.499, C123 1.508, H129 1.094, H130 1.092
125 H 7.62651 -5.46679 2.20729  C122 1.095
126 H 6.59844 -5.60083 0.75911  C122 1.094
127 H 8.29552 -3.48501 0.95579  C123 1.093
128 H 6.65236 -3.27553 0.32791  C123 1.097
129 H 7.61050 -2.70205 3.15214  C124 1.094
130 H 6.50572 -1.74932 2.09913  C124 1.092
131 O 5.14676 6.13413 7.53022  C132 1.220
132 C 4.01804 6.49447 7.23982  O131 1.220, O133 1.365, C136 1.499
133 O 3.06463 6.84837 8.15083  C132 1.365, C134 1.427
134 C 1.83834 7.10696 7.46883  O133 1.427, C135 1.506, H137 1.095, H138 1.094
135 C 2.23137 7.42073 6.04897  C134 1.506, C136 1.508, H139 1.093, H140 1.097
136 C 3.46034 6.56999 5.85078  C132 1.499, C135 1.508, H141 1.094, H142 1.092
137 H 1.20563 6.21584 7.53778  C134 1.095
138 H 1.32190 7.94601 7.94413  C134 1.094
139 H 1.43639 7.21604 5.32698  C135 1.093
140 H 2.50086 8.48054 5.96419  C135 1.097
141 H 3.20693 5.56160 5.51205  C136 1.094
142 H 4.16901 7.04216 5.16648  C136 1.092